*1*
# C6H15N

C6H15N in the gas phase (ωB97M-V with the def2-TZVPD basis set, OMol25).

```
22
Properties=species:S:1:pos:R:3:nbo_charge:R:1
C 2.20032 -0.26716 2.42400 -0.619
C 1.24386 -0.86375 1.37266 -0.210
N 0.34573 0.22506 0.89315 -0.632
C -0.34419 -0.06145 -0.36023 -0.048
C -1.70816 -0.69478 -0.04899 -0.640
C -0.52248 1.18801 -1.24895 -0.393
C -0.83901 0.97018 -2.72997 -0.609
H 3.21228 -0.18054 2.03565 0.213
H 2.26979 -1.00711 3.23193 0.200
H 1.83182 0.65966 2.84276 0.218
H 0.60137 -1.64339 1.82062 0.159
H 1.69992 -1.29718 0.48542 0.190
H -0.29056 0.38491 1.67091 0.352
H 0.19580 -0.77127 -0.99203 0.184
H -2.42682 -0.21047 0.60495 0.209
H -2.22012 -0.89973 -1.01295 0.204
H -1.63133 -1.72639 0.27875 0.209
H -1.33417 1.75846 -0.78437 0.189
H 0.40622 1.76277 -1.20266 0.210
H 0.02762 0.56657 -3.26260 0.199
H -1.60228 0.19329 -2.83619 0.198
H -1.11563 1.91433 -3.18185 0.215
```

Calculated values
- structure (SMILES) = CCN[C@@H](C)CC
- LUMO (eV) = 1.157
- spin multiplicity = 1
- HOMO (eV) = -8.5
- Kohn-Sham gap (eV) = 9.651

=====

*2*
# C6H15N

C6H15N in the gas phase (ωB97M-V with the def2-TZVPD basis set, OMol25).

```
22
Properties=species:S:1:pos:R:3:nbo_charge:R:1
C -0.49749 -2.05635 -1.76055 -0.414
N -0.35730 -0.66577 -1.36887 -0.628
C 0.23821 -0.45936 -0.05527 -0.033
C -0.65344 -0.98500 1.04957 -0.631
C 0.59141 1.02520 0.10883 -0.214
C 1.24232 1.27256 1.45860 -0.609
C -0.60237 1.95058 -0.12172 -0.611
H -1.40428 -2.28124 -2.28592 0.195
H 0.37018 -2.39476 -2.33124 0.174
H -0.48392 -2.70077 -0.87689 0.189
H 0.25336 -0.22774 -2.04778 0.350
H 1.19359 -1.01052 0.01347 0.152
H -1.64720 -0.54645 1.00353 0.212
H -0.21879 -0.86601 2.04077 0.215
H -0.80539 -2.07033 0.99788 0.208
H 1.33386 1.16108 -0.68829 0.187
H 0.45972 1.40415 2.21689 0.205
H 1.69877 2.25869 1.46607 0.212
H 1.92223 0.46964 1.71607 0.210
H -0.26923 2.97489 0.10856 0.201
H -0.90222 2.06519 -1.14764 0.219
H -1.46202 1.68232 0.50394 0.208
```

Calculated values
- structure (SMILES) = CN[C@H](C)C(C)C
- LUMO (eV) = 1.115
- spin multiplicity = 1
- HOMO (eV) = -8.7
- Kohn-Sham gap (eV) = 9.853

=====

*3*
# C6H15N

2 unconnected molecules or ions with the total composition C6H15N (ωB97M-V with the def2-TZVPD basis set, OMol25).

```
22
Properties=species:S:1:pos:R:3:nbo_charge:R:1
C -0.29927 -1.50490 -1.00641 -0.248
N -0.77206 -0.95598 0.29382 -0.518
C 0.21914 -0.88133 1.22282 -0.147
C 0.06801 0.19983 2.33383 -0.433
C -0.34824 1.55418 1.77251 -0.623
C 0.44614 -0.50390 -1.89154 -0.440
C -0.45264 0.63732 -2.33354 -0.611
H -1.13012 -1.90528 -1.59287 0.199
H 0.29336 -2.39235 -0.73759 0.174
H 1.81461 0.01241 0.60282 -0.124
H 0.63538 -1.79767 1.66194 0.202
H 0.37825 -0.01117 0.39483 0.408
H -0.66547 -0.25376 3.01083 0.218
H 1.00022 0.41252 2.85131 0.220
H -1.38943 1.57709 1.43647 0.221
H 0.21057 1.83085 0.87275 0.213
H -0.28017 2.31751 2.54301 0.220
H 1.30086 -0.20331 -1.26642 0.220
H 0.99713 -0.92709 -2.73130 0.223
H -1.31629 0.22590 -2.85900 0.204
H -0.81535 1.29737 -1.54821 0.213
H 0.10539 1.27176 -3.03004 0.209
```

Calculated values
- LUMO (eV) = 0.173
- spin multiplicity = 1
- HOMO (eV) = -8.1
- Kohn-Sham gap (eV) = 8.256

=====

Most stable: *2*. Least stable: *3*.

=====

*1*
# C6H15N

C6H15N in the gas phase (ωB97M-V with the def2-TZVPD basis set, OMol25).

```
22
Properties=species:S:1:pos:R:3:nbo_charge:R:1
C -2.21523 1.65867 1.32196 -0.605
C -1.07350 0.68118 1.47120 -0.406
C -0.99616 -0.21974 0.23021 -0.215
N -0.06362 -1.32253 0.28521 -0.621
C 1.36700 -1.03643 0.04733 -0.213
C 1.71797 0.16162 -0.85136 -0.425
C 1.33032 -0.05333 -2.31504 -0.621
H -2.30891 2.30774 2.18857 0.213
H -3.17123 1.14642 1.24680 0.200
H -2.13137 2.22403 0.39362 0.201
H -1.16718 0.09469 2.38201 0.205
H -0.12627 1.21543 1.53092 0.189
H -2.01618 -0.54868 0.00117 0.193
H -0.77684 0.47580 -0.59835 0.154
H -0.33312 -1.97500 -0.44196 0.354
H 1.86561 -0.90454 1.00708 0.185
H 1.78383 -1.93882 -0.40398 0.188
H 2.78346 0.39782 -0.80196 0.212
H 1.18301 1.00816 -0.41080 0.196
H 2.14570 -0.48694 -2.88398 0.207
H 0.50035 -0.74610 -2.47164 0.200
H 1.10732 0.90273 -2.78702 0.212
```

Calculated values
- structure (SMILES) = CCCNCCC
- LUMO (eV) = 1.123
- spin multiplicity = 1
- HOMO (eV) = -8.7
- Kohn-Sham gap (eV) = 9.865

=====

*2*
# C6H15N

2 unconnected molecules or ions with the total composition C6H15N (ωB97M-V with the def2-TZVPD basis set, OMol25).

```
22
Properties=species:S:1:pos:R:3:nbo_charge:R:1
C -1.83519 1.43236 -0.33732 -0.672
C -1.26650 0.06895 0.05131 0.108
C -0.19097 -0.28524 -0.99232 -0.412
C 1.25208 0.36894 -0.86646 -0.409
C 2.31676 -0.34638 0.04648 -0.392
C 1.72410 -0.55954 1.40753 -0.610
N -2.08376 -0.95423 0.29765 -0.663
H -2.32994 1.76364 0.58976 0.217
H -1.01256 2.13318 -0.58321 0.216
H -2.68709 1.41125 -1.05002 0.236
H -0.64683 0.34258 1.12842 0.023
H -0.13153 -1.37802 -1.08105 0.233
H -0.60954 0.00271 -1.96457 0.232
H 1.76291 0.25455 -1.85066 0.211
H 1.23179 1.42468 -0.59657 0.195
H 2.47922 -1.32808 -0.36778 0.193
H 3.22405 0.25892 0.09133 0.203
H 0.80205 -1.13828 1.30924 0.206
H 1.52249 0.46995 1.80871 0.194
H 2.35828 -1.08364 2.15986 0.212
H -3.05445 -0.80081 0.02701 0.330
H -0.77405 0.33903 2.02250 0.149
```

Calculated values
- LUMO (eV) = -0.545
- spin multiplicity = 1
- HOMO (eV) = -8.4
- Kohn-Sham gap (eV) = 7.841

=====

Most stable: *1*. Least stable: *2*.

=====

*1*
# C6H15N

A molecular structure, C6H15N (ωB97M-V with the def2-TZVPD basis set, OMol25).

```
22
Properties=species:S:1:pos:R:3:nbo_charge:R:1
C 2.40527 -0.18657 -0.91009 -0.186
C 2.31398 1.28658 -1.11408 -0.644
C 1.44680 -1.08928 -1.36350 -0.373
N 0.10004 0.08892 1.01688 -0.646
C -0.76761 -0.62394 0.50405 0.002
C -2.24113 -0.48851 0.87306 -0.452
C -2.79962 0.78428 0.23983 -0.597
H 1.44211 -0.47860 -0.10682 0.367
H 3.36827 -0.58598 -0.61515 0.244
H 1.34811 1.53878 -1.55057 0.231
H 3.09914 1.66310 -1.75993 0.235
H 2.39677 1.80116 -0.15566 0.257
H 0.75723 -0.80081 -2.14313 0.240
H 1.71275 -2.13758 -1.35003 0.232
H -1.18260 0.11089 4.64374 -0.024
H -0.49374 -1.43415 -0.25314 0.077
H -0.99733 0.11858 3.92058 0.020
H -2.29701 -0.44923 1.96060 0.216
H -2.81568 -1.37272 0.57139 0.189
H -3.86108 0.93310 0.44206 0.202
H -2.22618 1.62745 0.62374 0.218
H -2.66410 0.75885 -0.84511 0.192
```

Calculated values
- LUMO (eV) = -0.241
- spin multiplicity = 1
- HOMO (eV) = -6.7
- Kohn-Sham gap (eV) = 6.415

=====

*2*
# C6H15N

C6H15N in the gas phase (ωB97M-V with the def2-TZVPD basis set, OMol25).

```
22
Properties=species:S:1:pos:R:3:nbo_charge:R:1
C 2.71188 -1.33358 -0.01547 -0.409
N 1.24069 -0.81570 0.10241 -0.693
C 0.33715 0.11076 -0.44211 -0.008
C 0.54363 1.59402 -0.02557 -0.636
C -1.17717 -0.33105 -0.13172 -0.201
C -2.00456 0.57580 -0.97037 -0.628
C -1.44485 -0.24725 1.33577 -0.609
H 3.15703 -1.08413 0.96604 0.209
H 2.71367 -2.39318 -0.36924 0.199
H 3.22466 -0.84682 -0.90522 0.197
H 0.79644 -1.59069 0.63431 0.354
H 0.47618 0.18561 -1.57553 0.153
H -0.02108 1.92277 0.85324 0.195
H 0.17851 2.28705 -0.79460 0.200
H 1.60349 1.78911 0.00394 0.215
H -1.13980 -1.42954 -0.52627 0.197
H -2.14931 1.51071 -0.41333 0.199
H -2.96108 0.18868 -0.88445 0.218
H -1.53147 0.96649 -1.93531 0.224
H -2.46798 -0.71076 1.64619 0.210
H -0.83145 -1.03506 1.79636 0.209
H -1.25457 0.68674 1.65092 0.204
```

Calculated values
- structure (SMILES) = CN[C@H](C)C(C)C
- LUMO (eV) = 1.038
- spin multiplicity = 1
- HOMO (eV) = -7.9
- Kohn-Sham gap (eV) = 8.962

=====

*3*
# C6H15N

A molecular structure, C6H15N (ωB97M-V with the def2-TZVPD basis set, OMol25).

```
22
Properties=species:S:1:pos:R:3:nbo_charge:R:1
C -2.54065 -0.19891 -0.55540 -0.182
C -3.10769 -0.69209 0.76165 -0.642
C -1.95748 1.02223 -0.74481 -0.366
N 0.44276 -0.92167 -0.52904 -0.667
C 1.06073 0.14779 -0.63829 0.009
C 2.40621 0.29193 0.08317 -0.463
C 2.27776 0.64223 1.55193 -0.600
H -1.21029 -0.17360 -0.38882 0.389
H -2.98009 -0.78733 -1.35252 0.247
H -2.98334 0.14713 1.44909 0.216
H -4.13835 -1.02093 0.69213 0.239
H -2.49455 -1.52667 1.11051 0.255
H -2.01674 1.78330 0.02407 0.233
H -1.79713 1.38781 -1.74946 0.241
H 5.99898 -2.96710 -0.99594 -0.002
H 0.70992 1.03776 -1.21002 0.084
H 5.80477 -2.28552 -1.22476 0.002
H 2.89463 -0.66338 -0.11953 0.217
H 3.00009 1.05404 -0.44762 0.183
H 3.20673 0.92475 2.05003 0.206
H 1.80898 -0.12948 2.16488 0.211
H 1.59163 1.49603 1.60686 0.190
```

Calculated values
- LUMO (eV) = -0.234
- spin multiplicity = 1
- HOMO (eV) = -6.3
- Kohn-Sham gap (eV) = 6.103

=====

*4*
# C6H15N

C6H15N in the gas phase (ωB97M-V with the def2-TZVPD basis set, OMol25).

```
22
Properties=species:S:1:pos:R:3:nbo_charge:R:1
C -2.61961 -0.64367 -1.87390 -0.601
C -1.09331 -0.55207 -1.95129 -0.391
C -0.40654 -0.85849 -0.61931 -0.404
C -0.19101 0.34970 0.29598 -0.413
C 1.28047 0.78298 0.34707 -0.214
N 2.02985 0.02118 1.34138 -0.618
C 1.86111 0.57931 2.67148 -0.417
H -3.00722 0.08819 -1.15740 0.199
H -2.98185 -1.63671 -1.61415 0.200
H -3.01089 -0.40972 -2.86657 0.205
H -0.76131 -1.21807 -2.74347 0.198
H -0.87889 0.45674 -2.30935 0.191
H -1.02907 -1.60769 -0.13037 0.199
H 0.54515 -1.36406 -0.79276 0.208
H -0.50204 0.07432 1.30297 0.206
H -0.78458 1.21764 0.01510 0.200
H 1.37333 1.86820 0.52472 0.159
H 1.74972 0.58456 -0.62222 0.190
H 3.00983 0.09864 1.08724 0.350
H 0.82482 0.44983 2.98298 0.190
H 2.48427 0.06678 3.40061 0.201
H 2.10775 1.65240 2.71126 0.160
```

Calculated values
- structure (SMILES) = CCCCCNC
- LUMO (eV) = 1.200
- spin multiplicity = 1
- HOMO (eV) = -8.9
- Kohn-Sham gap (eV) = 10.148

=====

Most stable: *4*. Least stable: *3*.

=====

*1*
# C6H15N

C6H15N in the gas phase (ωB97M-V with the def2-TZVPD basis set, OMol25).

```
22
Properties=species:S:1:pos:R:3:nbo_charge:R:1
C 2.26280 0.45266 0.63508 -0.615
C 1.79006 -0.80661 -0.06869 -0.402
C 1.11567 -0.59633 -1.44044 -0.404
C -0.10269 0.46681 -1.48229 -0.202
N -1.24906 0.08703 -0.68686 -0.667
C -1.36660 0.38678 0.71006 -0.204
C -2.66275 -0.12269 1.30102 -0.615
H 3.20599 0.85750 0.24743 0.204
H 2.38690 0.15905 1.69059 0.208
H 1.48812 1.20706 0.57231 0.199
H 1.01207 -1.25199 0.55272 0.191
H 2.57579 -1.57912 -0.04379 0.203
H 0.60362 -1.51884 -1.63946 0.208
H 1.81841 -0.15183 -2.14315 0.193
H 0.32832 1.44485 -1.26832 0.167
H -0.43359 0.37758 -2.51327 0.198
H -2.09282 -0.07204 -1.18649 0.376
H -1.29899 1.46990 0.89230 0.153
H -0.52342 0.02338 1.30574 0.179
H -2.69708 -1.21426 1.22642 0.209
H -2.58982 0.02081 2.39233 0.213
H -3.57094 0.36030 0.94674 0.208
```

Calculated values
- structure (SMILES) = CCCCNCC
- LUMO (eV) = 1.166
- spin multiplicity = 1
- HOMO (eV) = -8.1
- Kohn-Sham gap (eV) = 9.274

=====

*2*
# C6H15N

C6H15N in the gas phase (ωB97M-V with the def2-TZVPD basis set, OMol25).

```
22
Properties=species:S:1:pos:R:3:nbo_charge:R:1
C -2.01027 0.42826 1.91373 -0.604
C -0.66990 0.15582 1.24034 -0.378
C 0.56806 1.12330 1.25458 -0.421
C 1.52663 0.47586 0.21678 -0.243
N 1.26893 0.49091 -1.36028 -0.640
C 0.99428 -0.82595 -1.84970 -0.204
C -0.51921 -1.36560 -1.83907 -0.626
H -2.42149 1.27129 1.43169 0.197
H -2.65111 -0.38366 1.92030 0.210
H -1.59334 0.73174 2.86117 0.199
H -0.40151 -0.79645 1.38390 0.186
H -1.04361 0.29217 0.15644 0.180
H 0.33286 2.13467 0.91122 0.205
H 1.12207 1.14150 2.28582 0.209
H 2.05877 -0.48127 0.60076 0.203
H 2.42257 1.20985 0.22961 0.193
H 0.52555 1.18694 -1.51853 0.356
H 1.37076 -0.75732 -2.93586 0.187
H 1.57459 -1.65790 -1.25560 0.188
H -0.55873 -2.08273 -2.53059 0.201
H -1.10340 -0.55926 -2.26390 0.195
H -0.79251 -1.73215 -0.85281 0.206
```

Calculated values
- structure (SMILES) = CCCCNCC
- LUMO (eV) = 1.116
- spin multiplicity = 1
- HOMO (eV) = -8.6
- Kohn-Sham gap (eV) = 9.671

=====

*3*
# C6H15N

C6H15N in the gas phase (ωB97M-V with the def2-TZVPD basis set, OMol25).

```
22
Properties=species:S:1:pos:R:3:nbo_charge:R:1
C -2.44540 0.24580 0.47769 -0.614
C -1.14252 -0.53243 0.57698 -0.214
N -0.00236 0.25772 0.10262 -0.457
C 1.29310 -0.16421 0.71027 -0.221
C 1.70210 0.86280 1.75241 -0.605
C 0.07760 0.41383 -1.37069 -0.220
C 0.51155 -0.82276 -2.12023 -0.649
H -3.32728 -0.29131 0.82426 0.211
H -2.57487 0.62903 -0.52877 0.201
H -2.34177 1.11278 1.13563 0.209
H -0.93912 -0.89003 1.58773 0.194
H -1.20089 -1.43373 -0.06242 0.156
H 2.03089 -0.17041 -0.08936 0.191
H 1.10578 -1.09950 1.22264 0.183
H 2.66209 0.61247 2.21625 0.199
H 0.93547 0.96235 2.51308 0.204
H 1.82023 1.87171 1.34083 0.206
H 0.78118 1.23731 -1.48406 0.198
H -0.91943 0.71669 -1.67524 0.196
H -0.07333 -1.71973 -1.90548 0.208
H 1.56562 -1.06874 -2.01384 0.205
H 0.48137 -0.72964 -3.21030 0.217
```

Calculated values
- structure (SMILES) = CCN(CC)CC
- LUMO (eV) = 1.134
- spin multiplicity = 1
- HOMO (eV) = -8.1
- Kohn-Sham gap (eV) = 9.210

=====

Most stable: *3*. Least stable: *2*.